Record 1
ORCA calculation (ωB97M-V/def2-TZVPD) on a cluster of 9 separate species, C32H73BF4N9O9S in total in a non-equilibrium geometry.

Net charge: +1
HOMO-LUMO gap (eV): 6.70
LUMO energy (eV): -3.615

Last column: Löwdin charge in e.
Positions of all 129 atoms, in Å:
F: 1.36924 1.59399 2.09931  0.13
C: 4.63152 -0.30614 -3.75328  -0.56
H: -6.30512 2.14386 -3.78375  0.14
H: -6.71915 -4.64470 3.45419  0.08
F: 4.05720 1.09786 0.12434  0.10
H: 6.59113 -1.02861 2.49429  0.05
C: -0.30721 0.52877 5.58172  -0.07
C: 3.79702 0.07978 -2.55515  -0.02
H: -4.11260 -0.79443 5.33270  0.07
N: -0.67510 2.09186 -6.71863  0.02
N: -3.69309 -4.21265 4.80624  0.02
C: -3.06469 -5.51412 4.91897  -0.07
C: 2.65085 1.83276 1.89755  -0.66
F: 3.71142 -0.35115 1.70263  0.11
C: -7.91415 3.36904 -4.40834  -0.06
C: -6.13741 -0.19886 -6.06762  -0.53
H: -2.45795 1.19142 -7.30665  0.08
H: -1.02171 1.01620 4.92688  0.08
H: 5.11335 2.93524 1.24839  0.09
H: -2.77397 -0.38384 4.25724  0.09
C: -4.92071 -3.90992 4.31524  -0.54
H: -0.15342 2.81711 -3.50436  0.07
C: 8.09835 0.26749 1.55481  -0.22
H: 5.90541 4.29659 1.96194  0.12
H: 3.25941 1.00954 -2.75140  0.09
H: -0.07434 1.85412 -7.49272  0.14
C: -5.49125 3.38365 -5.07016  -0.54
H: 4.45642 0.22567 -1.71718  0.05
C: -2.10931 2.16275 -6.94855  -0.07
H: 3.14503 -0.95063 5.21408  0.16
H: 6.90476 1.61972 0.28401  0.12
H: -1.52684 1.87611 -4.10446  0.08
C: -2.19178 -1.03710 6.21777  -0.56
H: -3.20197 2.70232 12.04802  0.09
H: 7.80335 3.14135 1.84686  0.12
F: 2.68096 2.94616 1.19737  0.15
H: 8.00590 -1.86512 1.94250  0.07
O: -6.76523 0.85057 -6.09066  0.03
H: 2.11166 -6.08301 -7.59192  0.09
N: 3.98375 -0.53395 -4.91525  0.02
H: 3.08846 -0.71638 -2.31368  0.09
N: 3.39020 -4.46954 -5.74533  0.01
H: -4.77251 4.78994 -6.49064  0.08
H: -0.33572 -1.10961 6.93348  0.14
C: 2.54910 -0.46528 -5.18354  -0.06
S: 3.30343 2.23066 3.56290  1.34
H: -6.07177 5.41167 -5.46620  0.09
H: -5.28128 -5.55938 2.98426  0.08
H: 0.52987 0.16116 4.99249  0.05
H: 8.06950 -0.87018 3.42171  0.07
H: 9.01057 0.72774 1.92380  0.11
C: 6.95626 1.26517 1.30842  -0.21
C: 2.13625 -4.39529 -6.26237  -0.54
H: -3.68061 1.81436 10.59126  0.07
H: -2.30778 2.91254 -7.71636  0.09
H: 0.52156 -5.44662 -7.15606  0.08
H: -5.98122 -5.75596 4.61351  0.09
N: -6.53904 2.91911 -4.38265  0.00
H: 5.63104 0.75359 5.53991  0.11
N: -4.87318 -0.21016 -5.57272  0.02
O: -5.30576 -2.74905 4.29042  0.02
O: 2.85297 -0.09726 4.85007  0.18
H: -3.18044 -3.40473 5.12872  0.10
H: -2.83820 1.25827 8.48111  0.09
C: 7.00638 2.51023 2.22702  -0.18
H: -1.60867 3.98648 10.64445  0.14
H: -2.64900 2.42577 -6.04461  0.03
H: 4.50478 4.22863 3.68756  0.09
H: -3.70979 -6.30207 4.54553  0.07
H: 4.59955 -0.77755 -5.67580  0.14
H: -4.41101 -2.25024 -5.82515  0.07
N: -2.04088 3.11857 10.36763  0.01
H: -6.11410 -1.88597 -7.39938  0.09
C: -5.77578 -5.04709 3.81060  -0.01
C: -6.71347 -1.49902 -6.57449  -0.01
H: 4.48833 -5.78995 -4.56388  0.08
H: -6.75625 -2.23700 -5.77238  0.08
H: 2.37530 0.27687 -5.95709  0.07
C: 7.67537 -0.94834 2.41024  -0.09
C: 5.63662 3.25898 2.13966  -0.19
C: 4.86121 3.22927 3.46303  -0.29
C: -5.71434 4.53761 -6.01142  0.01
H: 6.03268 0.75175 1.56766  0.07
C: -1.87549 1.10730 8.97235  0.00
B: 3.88175 0.61702 4.47229  -0.77
H: -3.69083 -1.46883 -4.40641  0.08
C: -3.31694 2.76515 10.96516  -0.07
H: -6.43451 4.26158 -6.78209  0.09
C: 4.24272 -5.63794 -5.61603  -0.07
C: -1.31911 2.42262 9.45611  -0.55
O: 1.21452 2.21001 -5.52229  0.00
N: -0.90985 -0.58449 6.29191  -0.01
H: 5.50039 2.96853 4.29507  0.09
H: -8.54940 2.54060 -4.72493  0.08
H: -4.04832 3.54171 10.73726  0.08
O: -0.25013 2.85824 9.04458  0.01
H: -8.21118 3.67543 -3.40375  0.08
C: 1.51478 -5.66941 -6.77840  -0.01
H: 1.98728 -0.19243 -4.29775  0.07
H: -2.83054 -5.70963 5.96680  0.09
H: -4.55657 0.70147 -5.25657  0.10
H: -8.04836 4.20224 -5.08903  0.08
H: -3.05583 -1.12514 -6.02498  0.08
H: 0.06529 1.25237 6.31294  0.08
O: 5.85086 -0.40575 -3.67708  0.01
H: -7.72222 -1.31909 -6.93392  0.08
C: -3.96314 -1.33414 -5.45484  -0.07
H: -1.18558 0.68526 8.25495  0.05
C: 3.19259 0.69215 1.03774  -0.34
H: -1.37274 3.60076 -4.51814  0.09
O: 1.54703 -3.32386 -6.30071  0.02
H: 2.34973 0.30257 0.46366  0.19
H: -2.13295 -5.51582 4.34963  0.08
O: -4.37948 2.86134 -4.92726  -0.03
H: 1.42602 -6.40326 -5.97646  0.09
C: -3.13569 -0.32088 5.28472  0.00
H: 3.75633 -6.52817 -5.99922  0.07
O: -2.54295 -1.99238 6.89558  0.03
C: -0.82468 2.67436 -4.34716  0.00
C: -0.00678 2.30980 -5.56262  -0.54
H: 2.21813 -1.44276 -5.54137  0.05
H: 5.87373 0.48748 3.96097  0.05
H: 7.24652 2.23636 3.25403  0.10
H: 3.74530 -3.58304 -5.41890  0.13
H: -1.98774 0.40739 9.80097  0.10
H: 5.16835 -5.47112 -6.16852  0.09
N: 5.24099 0.27196 4.73071  0.20
H: -3.23830 0.72570 5.57850  0.08
H: 8.34859 -0.15268 0.58380  0.10


Record 2
ORCA calculation (ωB97M-V/def2-TZVPD) on a structure of composition C17H33BN6PtSi2 in a non-equilibrium geometry.

Spin multiplicity: 3
HOMO-LUMO gap (alpha / beta) (eV): 8.14 / 7.10
LUMO energy (alpha / beta) (eV): 0.639 / -1.253

Last column: Löwdin spin population.
Positions of all 60 atoms, in Å:
N: -0.99760 2.31537 -2.75267  0.00
H: -1.49561 1.22491 2.96198  0.00
N: -1.50874 2.93135 -0.35702  0.01
H: 3.80057 -1.48736 -0.15060  0.00
H: 1.10521 0.04050 4.03423  0.00
H: 0.88392 -4.32477 -1.11723  0.00
C: 0.01842 2.86842 1.25091  0.01
H: 0.00936 -1.04642 4.90218  0.01
H: 4.97049 2.05473 -1.84838  0.00
C: 0.35699 -3.48843 -0.62924  0.01
H: 2.92067 -2.92485 2.42801  0.00
H: -4.78444 1.36838 -2.16973  0.00
C: -4.04784 0.67668 -1.78092  0.01
B: -2.16581 2.49667 -1.69654  0.00
C: 0.56254 2.38618 -4.34781  0.00
C: 0.98826 -0.87740 1.13079  0.44
Si: 1.60406 -2.49975 0.37107  0.08
H: -0.45200 -3.91877 -0.02519  0.00
H: -1.27380 3.69353 -4.34620  0.00
H: -2.48769 -0.16567 3.57772  0.00
C: 0.60743 -0.93777 3.98807  0.05
H: -0.35711 4.92014 1.97598  0.00
H: 5.31451 0.95606 -0.55816  0.00
C: -2.87743 -1.05194 -1.00444  0.02
H: 1.38042 -3.77893 2.56167  0.00
H: 1.39047 -1.70572 4.00827  0.00
H: 1.82872 -0.30389 1.56216  0.03
H: 1.76363 0.76937 -3.31061  0.00
H: 2.66926 -4.43546 1.53673  0.00
H: 3.56426 -3.00374 -1.06515  0.00
Si: -0.48895 -1.05591 2.44102  0.12
H: -2.24176 4.88791 -0.03592  0.00
C: -4.11713 -0.69193 -1.54254  0.01
H: -2.95022 3.30702 -2.08180  0.00
C: 4.57708 1.17073 -1.33750  0.00
H: 0.83160 2.46153 1.83098  0.00
H: 1.12136 2.62540 -5.21535  0.00
N: -2.82244 1.12215 -1.41525  0.00
H: -0.73278 -3.58092 2.34371  0.00
C: -1.53470 4.13196 0.26584  0.01
H: -2.46706 -2.01335 -0.74482  0.01
C: -1.39114 -2.70558 2.29936  0.01
C: 0.89262 1.41703 -3.36601  0.00
H: -1.99526 -2.77548 1.38454  0.00
N: -0.04010 1.37110 -2.44227  0.01
C: 2.18084 -3.50757 1.86308  0.02
H: 4.55319 0.35360 -2.01876  0.00
C: -1.89341 0.22573 2.74162  0.02
H: 2.75149 -1.50209 -1.59478  0.00
N: -0.62824 2.11674 0.32239  0.12
N: -2.15094 0.08029 -0.81297  0.07
C: -0.58366 4.12834 1.28563  0.00
C: 3.07105 -2.08275 -0.71704  0.02
H: -4.94622 -1.35896 -1.72398  0.00
H: -2.56664 0.32204 1.87415  0.00
H: 3.59656 1.39744 -0.88547  0.00
H: -2.08671 -2.74773 3.15052  0.00
C: -0.64826 2.93685 -3.90805  0.00
Pt: -0.48339 0.09430 0.33235  0.91
H: -0.09791 -2.87931 -1.42255  0.00